(1)
Here is a 2-piece molecular cluster, CH5NOS overall from the Open Molecules 2025 dataset. Energies are from ωB97M-V/def2-TZVPD.

As for the spin multiplicity: 1. The structure (SMILES) is NC=O.S. The calculation puts the LUMO energy at 0.025 Eh. Its HOMO-LUMO gap is 10.605 eV.

The geometry in XYZ format:
```
9
CH5NOS ωB97M-V/def2-TZVPD
S 1.503 0.597 -2.026
H 1.377 1.927 -1.998
H 2.837 0.560 -1.970
C -1.318 0.010 0.841
N -0.560 -1.041 1.204
O -2.418 -0.103 0.346
H -0.894 0.989 1.119
H -0.915 -1.951 0.954
H 0.387 -0.988 1.529
```


(2)
Here is a 2-piece molecular cluster, CH5NOS overall from the Open Molecules 2025 dataset. Energies are from ωB97M-V/def2-TZVPD.

As for the spin multiplicity: 1. The structure (SMILES) is N=S.CO. The calculation puts the LUMO energy (alpha / beta) at -0.044 / -0.044 Eh. Its HOMO-LUMO gap (alpha / beta) is 7.433 / 7.436 eV.

The geometry in XYZ format:
```
9
CH5NOS ωB97M-V/def2-TZVPD
C -1.927 -0.713 0.711
N 3.195 -0.719 -1.194
O -0.533 -0.427 0.487
S 3.664 -0.125 0.166
H -2.654 0.224 0.749
H -1.988 -1.482 1.503
H -2.288 -1.182 -0.208
H 3.113 -0.028 -1.957
H 0.012 -0.785 1.219
```


(3)
Here is a 2-piece molecular cluster, CH5NOS overall from the Open Molecules 2025 dataset. Energies are from ωB97M-V/def2-TZVPD.

As for the spin multiplicity: 1. The structure (SMILES) is NC=O.S. The calculation puts the LUMO energy at 0.035 Eh. Its HOMO-LUMO gap is 10.796 eV.

The geometry in XYZ format:
```
9
CH5NOS ωB97M-V/def2-TZVPD
S -4.510 4.105 3.183
H -4.069 2.935 2.693
H -5.768 3.658 3.183
C 2.790 -1.750 -1.967
N 1.827 -1.843 -1.009
O 3.497 -0.763 -2.071
H 3.083 -2.640 -2.546
H 1.804 -1.023 -0.429
H 1.345 -2.680 -1.035
```


Energy above the lowest of the compared OMol25 structures with the same formula, charge and spin: 14.8 299.0 43.7 (kJ/mol)
Electronic energy: -569.282501 -569.174251 -569.271498 (Eh)